[1]
{"formula": "C42H94Br12O15", "method": "ωB97M-V/def2-TZVPD", "species": ["C", "O", "C", "C", "O", "C", "C", "O", "C", "H", "H", "H", "H", "H", "H", "H", "H", "H", "H", "H", "H", "H", "H", "C", "O", "C", "C", "O", "C", "C", "O", "C", "H", "H", "H", "H", "H", "H", "H", "H", "H", "H", "H", "H", "H", "H", "C", "O", "C", "C", "O", "C", "C", "O", "C", "H", "H", "H", "H", "H", "H", "H", "H", "H", "H", "H", "H", "H", "H", "C", "O", "C", "C", "O", "C", "C", "O", "C", "H", "H", "H", "H", "H", "H", "H", "H", "H", "H", "H", "H", "H", "H", "C", "O", "C", "C", "O", "C", "C", "O", "C", "H", "H", "H", "H", "H", "H", "H", "H", "H", "H", "H", "H", "H", "H", "Br", "C", "C", "Br", "H", "H", "H", "H", "Br", "C", "C", "Br", "H", "H", "H", "H", "Br", "C", "C", "Br", "H", "H", "H", "H", "Br", "C", "C", "Br", "H", "H", "H", "H", "Br", "C", "C", "Br", "H", "H", "H", "H", "Br", "C", "C", "Br", "H", "H", "H", "H"], "xyz": [[-5.590, 0.680, -3.606], [-4.368, 0.000, -3.796], [-3.303, 0.897, -4.144], [-2.158, 0.263, -4.816], [-2.431, -0.038, -6.220], [-3.287, -1.145, -6.523], [-2.912, -1.685, -7.870], [-1.725, -2.401, -7.858], [-1.096, -2.503, -9.167], [-5.419, 1.555, -2.960], [-6.188, -0.022, -3.046], [-6.003, 0.955, -4.613], [-2.946, 1.426, -3.214], [-3.761, 1.695, -4.771], [-1.844, -0.624, -4.252], [-1.294, 0.943, -4.853], [-4.322, -0.883, -6.515], [-3.193, -1.859, -5.752], [-2.852, -0.822, -8.562], [-3.728, -2.286, -8.265], [-0.076, -2.785, -9.010], [-1.210, -1.501, -9.670], [-1.590, -3.225, -9.817], [-3.986, 0.998, -0.183], [-3.637, -0.267, 0.218], [-4.714, -1.164, 0.048], [-4.281, -2.568, -0.300], [-3.194, -3.065, 0.492], [-3.520, -3.219, 1.828], [-2.582, -4.248, 2.314], [-2.818, -5.486, 1.803], [-1.813, -6.447, 1.978], [-5.024, 1.307, 0.172], [-3.962, 1.091, -1.277], [-3.198, 1.692, 0.178], [-5.435, -0.886, -0.731], [-5.300, -1.111, 0.931], [-3.846, -2.607, -1.325], [-5.202, -3.096, -0.147], [-4.596, -3.473, 1.977], [-3.406, -2.292, 2.355], [-2.568, -4.213, 3.408], [-1.591, -3.865, 1.963], [-0.767, -6.103, 1.799], [-2.039, -7.195, 1.236], [-1.782, -6.887, 2.999], [1.254, -2.792, 4.727], [-0.009, -2.345, 4.237], [-0.411, -1.100, 4.710], [-1.463, -0.407, 3.915], [-2.676, -0.848, 4.483], [-3.803, -0.397, 3.849], [-5.061, -1.130, 4.235], [-6.087, -0.492, 3.591], [-7.285, -1.189, 3.825], [1.490, -3.688, 4.142], [1.288, -3.011, 5.760], [2.064, -2.063, 4.579], [0.516, -0.507, 4.948], [-0.849, -1.267, 5.717], [-1.456, -0.686, 2.854], [-1.471, 0.695, 3.984], [-3.780, -0.497, 2.730], [-3.859, 0.659, 4.072], [-5.178, -1.138, 5.319], [-4.985, -2.194, 4.023], [-7.198, -2.220, 3.489], [-8.030, -0.693, 3.222], [-7.625, -1.185, 4.877], [3.968, 2.091, 1.724], [3.969, 1.733, 0.396], [3.449, 2.767, -0.420], [3.248, 2.247, -1.814], [3.200, 3.449, -2.575], [2.648, 3.158, -3.880], [2.593, 4.376, -4.704], [1.656, 5.310, -4.123], [1.634, 6.504, -4.937], [4.530, 1.371, 2.283], [2.921, 2.250, 2.122], [4.416, 3.053, 1.896], [4.138, 3.599, -0.378], [2.603, 3.183, 0.070], [2.346, 1.649, -1.859], [4.014, 1.555, -2.155], [1.621, 2.719, -3.772], [3.183, 2.367, -4.464], [2.200, 4.153, -5.696], [3.521, 4.954, -4.755], [0.740, 7.111, -4.653], [1.469, 6.269, -5.982], [2.572, 7.005, -4.748], [6.185, 0.744, 5.441], [4.920, 1.219, 5.949], [5.027, 2.630, 6.129], [3.621, 3.148, 6.304], [3.018, 3.615, 5.126], [1.639, 3.837, 5.203], [0.860, 2.518, 4.992], [0.985, 1.599, 6.019], [0.512, 2.154, 7.246], [6.268, 0.880, 4.336], [6.371, -0.351, 5.728], [6.986, 1.292, 5.926], [5.547, 3.136, 5.281], [5.584, 2.948, 6.982], [3.628, 3.967, 7.039], [3.125, 2.346, 6.815], [1.415, 4.526, 4.386], [1.355, 4.297, 6.151], [1.351, 2.060, 4.141], [-0.221, 2.733, 4.758], [-0.446, 2.661, 7.038], [1.164, 2.884, 7.750], [0.383, 1.354, 7.922], [-0.357, 1.722, 1.400], [0.503, -0.024, 1.100], [-0.354, -0.961, 0.243], [-0.250, -0.482, -1.603], [0.650, -0.369, 2.133], [1.495, 0.112, 0.564], [-1.361, -0.938, 0.656], [0.028, -1.951, 0.299], [-1.377, 3.231, -2.535], [-0.674, 4.982, -1.843], [0.616, 4.696, -1.097], [1.365, 6.412, -0.467], [-1.445, 5.458, -1.261], [-0.370, 5.587, -2.699], [1.349, 4.282, -1.785], [0.403, 4.080, -0.251], [-2.687, -4.528, -3.821], [-2.006, -5.025, -2.030], [-0.605, -4.649, -1.865], [0.560, -5.866, -2.847], [-2.171, -6.071, -1.876], [-2.664, -4.533, -1.331], [-0.284, -4.723, -0.848], [-0.365, -3.613, -2.240], [6.461, 0.639, -3.346], [6.540, -0.035, -1.559], [7.080, 0.935, -0.544], [7.104, -0.049, 1.111], [7.185, -0.887, -1.653], [5.509, -0.325, -1.294], [6.410, 1.762, -0.409], [8.069, 1.314, -0.861], [1.501, -3.326, -6.830], [0.600, -2.685, -5.291], [0.805, -1.203, -4.974], [2.523, -0.633, -4.291], [0.792, -3.360, -4.407], [-0.471, -2.730, -5.529], [0.159, -0.914, -4.203], [0.661, -0.630, -5.891], [2.715, -2.968, -0.794], [3.027, -2.924, 1.145], [4.009, -1.776, 1.398], [4.398, -1.593, 3.293], [3.496, -3.870, 1.393], [2.082, -2.871, 1.673], [3.645, -0.802, 1.037], [4.955, -2.006, 0.867]], "orbital_gap_ha": 0.359, "smiles": "COCCOCCOC.COCCOCCOC.COCCOCCOC.COCCOCCOC.COCCOCCOC.BrCCBr.BrCCBr.BrCCBr.BrCCBr.BrCCBr.BrCCBr", "total_energy_ha": -33673.127452, "e_above_lowest_kj_mol": 0.0, "homo_ev": -9.36}

=====

[2]
{"formula": "C42H94Br12O15", "method": "ωB97M-V/def2-TZVPD", "species": ["C", "O", "C", "C", "O", "C", "C", "O", "C", "H", "H", "H", "H", "H", "H", "H", "H", "H", "H", "H", "H", "H", "H", "C", "O", "C", "C", "O", "C", "C", "O", "C", "H", "H", "H", "H", "H", "H", "H", "H", "H", "H", "H", "H", "H", "H", "C", "O", "C", "C", "O", "C", "C", "O", "C", "H", "H", "H", "H", "H", "H", "H", "H", "H", "H", "H", "H", "H", "H", "C", "O", "C", "C", "O", "C", "C", "O", "C", "H", "H", "H", "H", "H", "H", "H", "H", "H", "H", "H", "H", "H", "H", "C", "O", "C", "C", "O", "C", "C", "O", "C", "H", "H", "H", "H", "H", "H", "H", "H", "H", "H", "H", "H", "H", "H", "Br", "C", "C", "Br", "H", "H", "H", "H", "Br", "C", "C", "Br", "H", "H", "H", "H", "Br", "C", "C", "Br", "H", "H", "H", "H", "Br", "C", "C", "Br", "H", "H", "H", "H", "Br", "C", "C", "Br", "H", "H", "H", "H", "Br", "C", "C", "Br", "H", "H", "H", "H"], "xyz": [[11.259, 17.843, 21.691], [10.868, 16.674, 22.401], [11.859, 16.203, 23.350], [11.079, 15.471, 24.422], [10.464, 14.363, 23.918], [9.507, 13.770, 24.718], [10.075, 12.915, 25.833], [11.092, 12.116, 25.221], [11.244, 10.829, 25.849], [10.959, 18.733, 22.231], [10.648, 17.752, 20.792], [12.357, 17.805, 21.519], [12.431, 17.053, 23.787], [12.586, 15.521, 22.909], [10.403, 16.150, 24.970], [11.845, 15.227, 25.217], [8.902, 13.124, 24.037], [8.803, 14.521, 25.113], [9.173, 12.421, 26.231], [10.446, 13.565, 26.664], [10.442, 10.176, 25.578], [11.244, 10.998, 26.935], [12.173, 10.417, 25.405], [21.195, 18.753, 20.368], [19.995, 19.421, 20.137], [19.651, 19.510, 18.788], [18.204, 19.955, 18.690], [17.319, 19.065, 19.247], [16.777, 19.452, 20.473], [15.298, 19.054, 20.483], [14.674, 19.852, 19.530], [14.470, 19.356, 18.240], [21.251, 17.731, 19.949], [21.413, 18.799, 21.463], [22.022, 19.199, 19.875], [19.679, 18.509, 18.337], [20.331, 20.155, 18.222], [17.908, 20.056, 17.648], [18.142, 20.943, 19.176], [16.756, 20.562, 20.680], [17.390, 19.091, 21.265], [14.901, 19.197, 21.467], [15.164, 17.949, 20.278], [14.133, 18.333, 18.379], [15.350, 19.532, 17.618], [13.661, 19.986, 17.764], [14.800, 11.590, 22.070], [13.544, 11.620, 21.546], [12.590, 12.370, 22.241], [11.219, 12.391, 21.483], [11.136, 13.169, 20.335], [9.856, 13.244, 19.737], [9.853, 14.306, 18.603], [10.719, 13.939, 17.577], [10.404, 12.760, 16.900], [14.799, 12.042, 23.072], [15.552, 12.118, 21.535], [15.102, 10.545, 22.156], [12.937, 13.356, 22.441], [12.411, 11.928, 23.213], [10.414, 12.836, 22.130], [10.991, 11.317, 21.338], [9.122, 13.593, 20.454], [9.422, 12.328, 19.345], [10.077, 15.301, 18.994], [8.795, 14.413, 18.386], [9.417, 12.766, 16.414], [10.517, 11.921, 17.548], [11.033, 12.659, 16.056], [14.196, 14.798, 19.944], [14.856, 15.423, 18.836], [14.317, 14.847, 17.646], [14.586, 15.622, 16.436], [15.935, 15.779, 15.911], [16.502, 16.887, 16.690], [18.026, 17.016, 16.368], [18.180, 18.060, 15.410], [19.552, 18.216, 15.052], [14.154, 13.714, 19.947], [13.254, 15.222, 19.991], [14.650, 15.061, 20.890], [13.221, 14.712, 17.712], [14.693, 13.839, 17.672], [14.063, 16.539, 16.580], [14.037, 15.195, 15.610], [16.372, 16.715, 17.785], [16.047, 17.835, 16.417], [18.284, 16.050, 15.959], [18.625, 17.203, 17.311], [20.241, 18.397, 15.851], [19.549, 18.975, 14.295], [20.046, 17.404, 14.542], [22.753, 9.846, 12.417], [21.385, 10.130, 12.021], [20.758, 11.020, 12.913], [19.293, 11.253, 12.588], [19.203, 12.110, 11.485], [17.970, 12.024, 10.805], [16.848, 12.870, 11.385], [16.322, 12.383, 12.659], [15.144, 13.020, 13.044], [23.211, 10.801, 12.744], [23.290, 9.444, 11.543], [22.685, 9.198, 13.241], [21.282, 12.002, 12.976], [20.762, 10.569, 13.912], [18.754, 11.596, 13.464], [18.797, 10.289, 12.324], [17.615, 10.949, 10.598], [18.070, 12.479, 9.865], [16.102, 12.929, 10.534], [17.255, 13.875, 11.586], [14.853, 12.731, 14.033], [14.257, 12.885, 12.438], [15.355, 14.121, 13.168], [17.694, 18.689, 11.790], [16.510, 17.230, 12.339], [15.530, 17.845, 13.266], [14.417, 19.332, 12.445], [17.161, 16.512, 12.895], [16.081, 16.862, 11.361], [16.123, 18.411, 14.040], [14.824, 17.144, 13.721], [19.797, 15.358, 19.244], [18.653, 14.977, 20.744], [17.811, 16.230, 21.094], [16.906, 16.097, 22.868], [19.258, 14.540, 21.645], [17.961, 14.237, 20.294], [16.967, 16.301, 20.424], [18.384, 17.196, 20.893], [19.574, 22.219, 15.268], [17.876, 21.743, 14.170], [16.773, 21.153, 15.006], [16.216, 22.453, 16.342], [18.302, 21.016, 13.520], [17.466, 22.629, 13.675], [17.132, 20.322, 15.625], [15.857, 20.890, 14.383], [24.687, 14.984, 15.783], [24.498, 15.567, 13.963], [23.662, 14.583, 13.115], [23.794, 14.936, 11.216], [25.510, 15.612, 13.678], [24.131, 16.517, 14.120], [22.572, 14.639, 13.382], [24.031, 13.529, 13.143], [11.072, 17.716, 16.890], [11.701, 17.137, 15.099], [11.488, 15.690, 14.917], [12.385, 15.316, 13.268], [12.748, 17.421, 15.059], [11.217, 17.677, 14.369], [10.459, 15.482, 14.899], [11.958, 15.084, 15.734], [18.536, 9.497, 15.256], [16.711, 10.202, 15.196], [16.492, 11.183, 16.332], [16.612, 10.205, 18.095], [15.977, 9.453, 15.369], [16.591, 10.755, 14.228], [15.441, 11.492, 16.290], [17.128, 12.132, 16.429]], "orbital_gap_ha": 0.347, "smiles": "COCCOCCOC.COCCOCCOC.COCCOCCOC.COCCOCCOC.COCCOCCOC.BrCCBr.BrCCBr.BrCCBr.BrCCBr.BrCCBr.BrCCBr", "total_energy_ha": -33673.040270, "e_above_lowest_kj_mol": 228.9, "homo_ev": -9.21}

=====

[3]
{"formula": "C42H94FN3O12PS", "method": "ωB97M-V/def2-TZVPD", "species": ["C", "C", "S", "C", "C", "N", "C", "C", "F", "C", "C", "C", "C", "C", "C", "C", "C", "C", "C", "C", "C", "C", "N", "C", "C", "C", "C", "O", "C", "P", "N", "O", "O", "H", "H", "H", "H", "H", "H", "H", "H", "H", "H", "H", "H", "H", "H", "H", "H", "H", "H", "H", "H", "H", "H", "H", "H", "H", "H", "H", "H", "H", "H", "H", "H", "H", "H", "H", "H", "H", "H", "H", "H", "C", "C", "O", "H", "H", "H", "H", "H", "H", "C", "C", "O", "H", "H", "H", "H", "H", "H", "C", "C", "O", "H", "H", "H", "H", "H", "H", "C", "C", "O", "H", "H", "H", "H", "H", "H", "C", "C", "O", "H", "H", "H", "H", "H", "H", "C", "C", "O", "H", "H", "H", "H", "H", "H", "C", "C", "O", "H", "H", "H", "H", "H", "H", "C", "C", "O", "H", "H", "H", "H", "H", "H", "C", "C", "O", "H", "H", "H", "H", "H", "H"], "xyz": [[5.064, -3.405, -0.799], [4.070, -2.292, -0.432], [2.587, -2.413, -1.475], [1.995, -0.727, -1.810], [0.868, -0.315, -0.920], [0.956, 0.120, 0.287], [2.117, 0.334, 1.172], [3.289, 1.085, 0.544], [2.458, -0.893, 1.681], [-0.330, 0.414, 0.929], [-1.453, 0.205, -0.117], [-2.401, -0.823, 0.590], [-3.908, -0.588, 0.329], [-4.790, -1.707, 0.917], [-6.238, -1.293, 0.751], [-6.670, -0.147, 1.350], [-7.951, 0.312, 1.205], [-8.813, -0.421, 0.429], [-8.398, -1.585, -0.139], [-7.113, -2.041, 0.011], [-2.192, 1.487, -0.500], [-1.296, 2.627, -1.010], [-0.455, 3.267, 0.032], [-1.285, 4.150, 0.925], [-0.710, 4.077, 2.342], [0.498, 4.165, -0.585], [0.194, 4.851, -1.912], [1.557, 4.417, -0.025], [-0.595, -0.334, -1.305], [-1.175, -1.864, -2.183], [-0.584, -1.861, -3.631], [-2.769, -1.876, -2.331], [-0.706, -3.147, -1.397], [4.562, -4.371, -0.833], [5.626, -3.166, -1.699], [5.776, -3.426, 0.029], [4.564, -1.329, -0.548], [3.785, -2.471, 0.602], [1.603, -0.722, -2.824], [2.822, -0.020, -1.808], [1.755, 0.919, 2.014], [4.144, 0.402, 0.527], [3.072, 1.514, -0.428], [3.570, 1.861, 1.252], [-0.319, 1.375, 1.441], [-0.322, -0.283, 1.776], [-2.293, -0.803, 1.674], [-2.203, -1.860, 0.291], [-4.163, 0.305, 0.903], [-4.135, -0.411, -0.719], [-4.542, -1.887, 1.967], [-4.575, -2.623, 0.359], [-5.968, 0.419, 1.958], [-8.221, 1.236, 1.697], [-9.817, -0.038, 0.299], [-9.125, -2.139, -0.722], [-6.791, -2.969, -0.445], [-2.676, 1.847, 0.411], [-2.938, 1.314, -1.273], [-1.979, 3.389, -1.411], [-0.641, 2.346, -1.836], [-2.329, 3.851, 0.848], [-1.197, 5.183, 0.568], [-1.037, 3.136, 2.792], [-0.965, 4.936, 2.959], [0.376, 4.044, 2.251], [0.159, 4.120, -2.722], [0.934, 5.602, -2.156], [-0.817, 5.270, -1.872], [-0.582, 0.357, -2.157], [-0.038, -1.028, -3.805], [-2.963, -1.198, -2.994], [-1.065, -3.935, -1.849], [-3.497, 2.679, 5.183], [-4.242, 3.056, 3.917], [-4.134, 2.012, 2.944], [-2.447, 2.479, 4.962], [-3.554, 3.476, 5.924], [-3.914, 1.768, 5.619], [-3.814, 3.953, 3.471], [-5.295, 3.250, 4.136], [-4.513, 1.212, 3.324], [-7.042, -5.383, 3.206], [-8.306, -5.872, 2.526], [-9.138, -4.779, 2.140], [-7.289, -4.788, 4.087], [-6.414, -6.220, 3.509], [-6.467, -4.739, 2.534], [-8.888, -6.496, 3.202], [-8.059, -6.463, 1.639], [-8.634, -4.226, 1.534], [4.276, 6.662, -5.260], [2.920, 6.322, -4.680], [2.982, 5.138, -3.878], [4.647, 5.837, -5.871], [4.221, 7.560, -5.876], [5.003, 6.830, -4.464], [2.198, 6.135, -5.474], [2.551, 7.148, -4.064], [3.611, 5.302, -3.169], [3.520, 10.448, -1.267], [3.528, 9.123, -2.007], [4.280, 9.210, -3.215], [3.099, 11.231, -1.897], [2.934, 10.381, -0.349], [4.537, 10.751, -1.009], [2.514, 8.833, -2.280], [3.955, 8.334, -1.376], [5.180, 9.456, -2.980], [4.577, -5.234, 3.073], [3.076, -5.293, 2.857], [2.403, -4.300, 3.629], [4.819, -5.378, 4.126], [5.087, -6.002, 2.487], [4.968, -4.255, 2.782], [2.682, -6.260, 3.165], [2.832, -5.144, 1.798], [2.737, -3.441, 3.355], [-3.265, -7.558, 2.450], [-4.415, -8.548, 2.404], [-5.579, -7.957, 1.828], [-3.545, -6.676, 3.028], [-2.379, -8.007, 2.902], [-3.008, -7.218, 1.444], [-4.683, -8.870, 3.409], [-4.138, -9.432, 1.822], [-5.353, -7.680, 0.935], [-0.575, -6.902, -4.968], [-0.422, -6.450, -3.531], [-1.544, -5.662, -3.118], [-0.674, -6.040, -5.629], [0.284, -7.493, -5.286], [-1.477, -7.508, -5.089], [0.466, -5.829, -3.417], [-0.328, -7.311, -2.862], [-2.334, -6.204, -3.206], [8.569, -0.297, 1.262], [7.216, -0.737, 0.739], [6.408, 0.391, 0.395], [8.448, 0.341, 2.138], [9.182, -1.157, 1.536], [9.101, 0.286, 0.508], [6.676, -1.301, 1.501], [7.335, -1.373, -0.144], [6.879, 0.888, -0.286], [6.569, 4.880, -1.528], [6.855, 3.596, -0.772], [8.125, 3.054, -1.129], [6.594, 4.701, -2.604], [5.590, 5.282, -1.260], [7.328, 5.634, -1.308], [6.107, 2.839, -1.011], [6.838, 3.769, 0.309], [8.798, 3.707, -0.912]], "orbital_gap_ha": 0.287, "total_energy_ha": -3562.970874, "total_charge": 1, "homo_ev": -10.97}